The following is a quantum chemistry calculation of C4H12N2O in the gas phase at a distorted geometry, from OMol25.

```
19
Properties=species:S:1:pos:R:3:forces:R:3:mulliken_charge:R:1
C -0.381180 1.814707 -0.954283 0.0 -0.1 -0.2 -1.27
C -0.684176 1.169796 0.383191 -0.9 -2.0 0.6 0.23
O 0.315865 1.532406 1.333585 0.1 0.3 0.2 -0.55
C -0.823825 -0.530812 0.434926 0.4 5.4 -0.5 -0.68
C 0.324126 -1.080519 -0.321309 -1.9 -4.6 1.2 -0.19
N 1.619924 -0.873792 0.166054 1.3 0.8 0.2 -0.61
N -0.039821 -2.652933 0.080589 1.1 1.6 -1.3 -0.69
H -1.076183 1.476504 -1.727366 0.1 0.0 0.0 0.30
H -0.463166 2.908072 -0.883888 -0.1 -0.2 0.0 0.42
H 0.644729 1.608812 -1.277529 -0.1 -0.1 0.0 0.27
H -1.652940 1.519441 0.758068 0.0 0.1 -0.1 0.36
H 0.268166 2.493846 1.472335 0.0 -0.5 -0.1 0.31
H -0.798603 -0.741283 1.505886 0.0 -0.3 -0.3 0.32
H -1.778739 -0.770891 -0.032305 0.1 -0.2 0.2 0.33
H 0.249547 -0.979089 -1.404020 0.1 0.2 0.1 0.37
H 2.057069 -0.059558 -0.255449 0.0 -0.1 0.1 0.29
H 1.612291 -0.719967 1.172427 0.0 0.1 -0.2 0.29
H -0.279282 -3.121359 -0.791706 0.1 -0.2 0.1 0.24
H 0.886198 -2.993381 0.340794 -0.2 -0.2 -0.2 0.26
```
Forces are in eV/Å.

Properties
* F_max: 0.106 hartree/bohr
* spin multiplicity: 1
* SMILES: C[C@H](O)CC(N)N
* energy above the lowest of the compared OMol25 structures with the same formula, charge and spin: 193.47 kJ/mol
* HOMO: -0.331 Eh

---

The following is a quantum chemistry calculation of 2 unconnected molecules or ions with the total composition C4H12N2O, from OMol25.

```
19
Properties=species:S:1:pos:R:3:forces:R:3:mulliken_charge:R:1
C -1.693559 3.641355 -1.518275 -0.4 0.3 -0.3 -1.00
C -1.265665 2.267993 -1.049303 -0.1 -0.5 0.0 0.70
N -0.040204 2.226632 -0.445617 0.4 0.0 0.2 -0.37
O -1.951827 1.265596 -1.192468 0.4 0.6 0.1 -0.62
H -2.688727 3.569580 -1.988486 0.5 0.0 0.3 0.27
H -0.982460 4.043514 -2.259368 -0.2 -0.1 0.3 0.30
H -1.754597 4.345239 -0.671260 0.1 -0.3 -0.3 0.30
H 0.531380 3.066763 -0.327335 -0.5 -0.8 -0.1 0.18
H 0.301731 1.323593 -0.107791 -0.2 0.7 -0.2 0.23
C 1.363160 -2.773754 -0.167244 0.1 0.3 -0.2 -0.80
N 1.491180 -2.112815 1.128050 0.4 -0.4 0.3 -0.37
C 0.326134 -2.365209 1.970630 0.0 0.3 0.1 -0.80
H 0.528947 -2.305303 -0.716119 0.3 -0.2 0.1 0.27
H 1.166405 -3.855925 -0.084833 0.0 0.1 -0.1 0.30
H 2.290872 -2.627892 -0.745758 -0.4 -0.1 0.2 0.30
H 2.329195 -2.471712 1.603130 -0.5 0.3 -0.3 0.25
H 0.107294 -3.438690 2.098570 0.0 0.1 0.0 0.30
H 0.490544 -1.918638 2.965696 -0.1 -0.2 -0.4 0.30
H -0.549802 -1.880328 1.507779 0.2 -0.2 0.2 0.27
```
Forces are in eV/Å.

Properties
* F_max: 0.018 hartree/bohr
* spin multiplicity: 1
* SMILES: CC(N)=O.CNC
* energy above the lowest of the compared OMol25 structures with the same formula, charge and spin: 74.83 kJ/mol
* HOMO: -0.328 Eh

---

The following is a quantum chemistry calculation of C4H12N2O in the gas phase at a distorted geometry, from OMol25.

```
19
Properties=species:S:1:pos:R:3:forces:R:3:mulliken_charge:R:1
C 1.917265 -1.218407 -1.307177 -2.3 0.1 0.0 -1.39
C 1.075014 -0.759310 -0.021700 0.8 -0.7 -0.1 0.37
N 1.999476 -0.396517 1.078786 -1.9 -2.9 0.6 -0.52
C 0.012940 0.349819 -0.347270 0.5 -0.9 -0.1 -0.66
N -1.077798 0.491010 0.688580 0.0 1.0 -1.1 -0.35
C -2.465828 0.866135 0.194912 0.8 -1.6 0.7 -0.26
O -2.998135 1.904189 1.034263 -0.8 -1.4 -0.4 -0.52
H 1.214136 -1.769280 -2.022827 1.1 0.4 1.0 0.31
H 2.405085 -0.462510 -1.910579 -0.1 0.7 0.2 0.31
H 2.696628 -1.833950 -0.911132 0.3 -0.7 0.0 0.43
H 0.610420 -1.719417 0.304381 -0.1 0.9 -0.2 0.24
H 1.997215 -1.068186 1.919898 0.4 2.4 -2.0 0.21
H 2.458253 0.469379 0.976592 0.7 0.6 0.7 0.17
H -0.306319 0.141761 -1.403536 -0.6 0.0 1.1 0.36
H 0.646035 1.228636 -0.487067 -0.2 0.6 0.3 0.23
H -0.822607 1.212140 1.385673 -0.1 -0.7 -0.7 0.25
H -2.455388 1.128728 -0.879428 0.1 0.3 0.5 0.22
H -3.076312 -0.089960 0.297867 0.4 1.3 -0.1 0.27
H -3.830080 1.525741 1.409764 1.1 0.7 -0.3 0.34
```
Forces are in eV/Å.

Properties
* F_max: 0.068 hartree/bohr
* spin multiplicity: 1
* SMILES: C[C@@H](N)CNCO
* energy above the lowest of the compared OMol25 structures with the same formula, charge and spin: 237.34 kJ/mol
* HOMO: -0.311 Eh

---

The following is a quantum chemistry calculation of 2 unconnected molecules or ions with the total composition C4H12N2O, from OMol25.

```
19
Properties=species:S:1:pos:R:3:forces:R:3:mulliken_charge:R:1
C -3.543411 0.346865 1.408604 -0.3 0.1 0.1 -0.83
C -2.718587 -0.613951 1.813343 -0.1 0.1 -0.1 0.07
N -1.509026 -0.960990 1.229645 0.1 -0.3 0.0 -0.36
H -3.447437 0.860218 0.460767 0.3 0.1 0.1 0.25
H -4.380702 0.629172 2.033506 0.0 -0.1 -0.1 0.23
H -2.956720 -1.175802 2.710418 0.1 0.1 0.1 0.28
H -1.290181 -0.517446 0.349589 -0.1 0.1 0.0 0.15
H -1.310979 -1.949280 1.228517 0.1 0.0 0.0 0.21
C 3.234197 -0.119138 -1.541439 -0.2 0.0 0.3 -0.88
N 2.237296 0.833324 -1.073857 0.0 0.2 0.0 -0.37
C 1.039903 0.197047 -0.566647 0.1 -0.1 0.1 -0.40
O -0.033278 1.106203 -0.536696 0.1 0.2 -0.1 -0.55
H 3.617836 -0.682300 -0.689335 0.1 0.0 0.0 0.29
H 4.048679 0.423723 -2.008622 0.2 0.0 0.0 0.33
H 2.836106 -0.851352 -2.256253 0.0 0.0 -0.1 0.32
H 1.979023 1.463431 -1.825615 -0.1 -0.1 0.0 0.25
H 0.737197 -0.654348 -1.191091 -0.2 0.1 -0.1 0.31
H 1.214546 -0.189074 0.442546 0.2 -0.1 0.0 0.39
H 0.245540 1.853697 0.012621 -0.1 -0.2 0.0 0.31
```
Forces are in eV/Å.

Properties
* F_max: 0.007 hartree/bohr
* spin multiplicity: 1
* SMILES: C=CN.CNCO
* energy above the lowest of the compared OMol25 structures with the same formula, charge and spin: 196.66 kJ/mol
* HOMO: -0.298 Eh

---

The following is a quantum chemistry calculation of 2 unconnected molecules or ions with the total composition C4H12N2O at a distorted geometry, from OMol25.

```
19
Properties=species:S:1:pos:R:3:forces:R:3:mulliken_charge:R:1
N -1.153565 -1.487989 -0.133314 0.6 0.4 0.4 -0.77
C 0.089465 -0.877102 -0.250690 -0.3 0.2 -1.6 0.72
C 0.586019 -0.569954 1.182722 -1.7 -2.0 2.3 -0.85
C 1.513735 0.704534 1.317430 1.2 1.9 -2.4 -0.38
O 0.895962 1.849742 1.269273 -0.2 -0.7 0.7 -0.55
C -0.001015 0.359546 -1.122858 -0.1 0.2 -1.4 -0.56
N -1.029248 0.220586 -2.164765 -0.2 -0.3 1.1 -0.55
H -1.098863 -2.504300 -0.018876 0.4 0.2 0.5 0.25
H -1.810368 1.766699 0.857786 0.7 0.3 0.1 -0.23
H 0.876062 -1.555476 -0.594761 0.1 0.0 -0.3 0.29
H 1.095964 -1.472976 1.541151 0.2 0.3 0.2 0.41
H -0.249123 -0.387175 1.872104 0.0 0.0 -0.3 0.38
H 2.200613 0.616467 0.443109 0.3 -0.3 0.3 0.25
H 2.091674 0.480152 2.231808 -0.5 -0.2 0.4 0.33
H 0.926681 0.477495 -1.694108 0.2 0.3 0.7 0.38
H -0.185494 1.265909 -0.518177 0.2 -0.1 0.0 0.16
H -2.482054 1.510126 0.782942 -0.7 -0.3 -0.1 0.23
H -1.614794 -0.578159 -1.900781 -0.1 0.4 -0.5 0.24
H -0.651653 0.181876 -3.099996 -0.1 -0.2 0.1 0.25
```
Forces are in eV/Å.

Properties
* F_max: 0.068 hartree/bohr
* spin multiplicity: 1
* energy above the lowest of the compared OMol25 structures with the same formula, charge and spin: 785.32 kJ/mol
* HOMO: -0.318 Eh

---

The following is a quantum chemistry calculation of 2 unconnected molecules or ions with the total composition C4H12N2O, from OMol25.

```
19
Properties=species:S:1:pos:R:3:forces:R:3:mulliken_charge:R:1
C -1.429744 -0.798132 -0.168303 0.0 -0.4 0.0 -1.38
C -0.858538 0.532569 -0.651269 -0.2 0.3 0.2 0.64
C -1.549811 1.701525 0.044024 0.0 0.3 0.0 -1.49
C 0.643375 0.565686 -0.412955 0.5 0.2 0.4 0.31
N 1.380431 -0.193614 -1.276270 0.2 0.0 -0.3 -0.36
O 1.190927 1.164546 0.505862 -0.6 -0.3 -0.5 -0.64
H -2.503919 -0.857973 -0.372075 0.2 0.1 0.0 0.41
H -1.280256 -0.923061 0.910366 0.0 0.1 -0.1 0.31
H -0.944757 -1.644946 -0.665163 -0.1 0.1 0.1 0.34
H -1.029830 0.626511 -1.730887 0.1 -0.1 0.1 0.29
H -1.105556 2.654750 -0.262722 -0.1 -0.1 0.1 0.35
H -1.462443 1.630755 1.133777 0.1 0.0 -0.2 0.29
H -2.614741 1.728298 -0.210280 0.1 -0.1 0.0 0.42
H 2.387764 -0.118040 -1.199340 -0.3 0.0 0.0 0.29
H 1.000174 -0.520732 -2.154118 0.1 0.1 0.3 0.20
N 2.285933 -1.521798 1.772001 -0.2 0.5 -0.1 -0.80
H 1.385502 -1.725211 2.204899 0.2 -0.1 0.0 0.24
H 2.317839 -0.496055 1.734191 0.0 -0.4 0.0 0.31
H 2.187652 -1.805077 0.798261 0.0 -0.1 0.2 0.27
```
Forces are in eV/Å.

Properties
* F_max: 0.017 hartree/bohr
* spin multiplicity: 1
* SMILES: CC(C)C(N)=O.N
* energy above the lowest of the compared OMol25 structures with the same formula, charge and spin: 0.00 kJ/mol
* HOMO: -0.358 Eh

---

| no. | total energy (eV) |
| --- | --- |
| 1 | -9369.1887 |
| 2 | -9370.4182 |
| 3 | -9368.7339 |
| 4 | -9369.1556 |
| 5 | -9363.0545 |
| 6 | -9371.1938 |